(1)
Computed, not measured: the molecule C3H6N4O in a non-equilibrium geometry, with the ωB97M-V functional and the def2-TZVPD basis.

Structure (XYZ):
```
14
Properties=species:S:1:pos:R:3:forces:R:3:mulliken_charge:R:1
C -2.540227 -0.036042 0.132463 -3.2186 2.1742 2.2245 -0.73
N -1.269252 -0.373466 -0.514809 -1.0937 2.8588 1.2154 -0.24
N -0.487508 0.854763 -0.368466 2.2026 -1.6708 1.2019 -0.44
C 0.724591 0.484949 -0.048185 -1.2859 -0.5066 -2.2194 0.64
C 2.024774 1.199280 -0.021574 2.5469 -5.7221 -0.5275 -0.35
N 3.082409 0.255841 -0.101183 -5.7087 2.9594 0.5956 -0.36
N 2.464693 -0.931776 0.096402 -0.1434 -3.7529 -1.8863 -0.03
O 0.949779 -0.909542 -0.141615 3.7840 2.2896 1.1685 -0.34
H -2.509500 0.236106 1.276588 0.8472 -0.5266 -1.8067 0.23
H -3.382391 0.897026 -0.126676 2.9186 -2.8249 -0.5906 0.24
H -3.001748 -1.001188 0.140623 -1.2729 -0.3448 -0.1624 0.34
H -0.970347 -1.074739 0.184194 0.4569 0.3392 -0.8553 0.30
H 2.159995 2.226050 0.028347 0.4256 1.5242 -0.0336 0.44
H 2.754736 -1.827258 -0.536112 -0.4585 3.2032 1.6760 0.29
```
Positions in Å, forces in eV/Å.

Results
ΔE to the lowest compared entry with this formula, charge and spin = 161.96 kcal/mol
largest force on an atom = 0.12558 hartree/bohr
SMILES = CN/N=c1/cn[nH]o1
Kohn-Sham gap = 8.2 eV

(2)
Computed, not measured: the molecule C3H6N4O in a non-equilibrium geometry, with the ωB97M-V functional and the def2-TZVPD basis.

Structure (XYZ):
```
14
Properties=species:S:1:pos:R:3:forces:R:3:mulliken_charge:R:1
C -0.551885 1.890123 -0.128454 0.3407 2.7505 0.0728 -0.89
N -0.092793 0.588604 0.172772 1.5037 -0.5148 0.3506 0.08
C 1.231649 0.067025 0.052720 0.1304 -1.7048 1.1710 0.34
O 2.302057 0.580443 0.089822 0.0726 1.6888 -0.1913 -0.51
N 1.144764 -1.396325 0.034805 -2.9577 1.0813 -0.4112 -0.47
C -0.133262 -1.596663 -0.127741 0.5924 -0.7857 -0.9644 0.10
N -0.903256 -0.404313 -0.323596 0.3193 -3.2732 0.9582 0.17
N -2.199170 -0.423213 0.214133 -1.2140 3.2177 1.6664 -0.76
H -1.638207 2.206595 0.247904 2.7369 -0.7141 0.1059 0.22
H -0.652888 1.996295 -1.181308 -0.1846 0.0113 -1.3239 0.40
H 0.333062 2.591412 0.087535 -1.7754 -0.7055 0.3583 0.33
H -0.594049 -2.640488 -0.288892 0.5031 2.0534 0.4638 0.35
H -2.540673 0.418636 -0.288769 -0.9420 -1.1094 0.0969 0.32
H -2.249533 0.067816 1.238999 0.8745 -1.9955 -2.3531 0.31
```
Positions in Å, forces in eV/Å.

Results
ΔE to the lowest compared entry with this formula, charge and spin = 79.60 kcal/mol
largest force on an atom = 0.07432 hartree/bohr
SMILES = Cn1c(=O)ncn1N
Kohn-Sham gap = 9.6 eV

(3)
Computed, not measured: the molecule C3H6N4O in a non-equilibrium geometry, with the ωB97M-V functional and the def2-TZVPD basis.

Structure (XYZ):
```
14
Properties=species:S:1:pos:R:3:forces:R:3:mulliken_charge:R:1
H -2.693341 1.500898 1.234559 -0.3297 0.9408 -0.4464 0.27
N -2.262659 0.726564 1.679308 0.9578 -1.6380 -0.0245 -0.67
C -1.222516 0.372470 1.049894 0.5762 1.7480 -0.3026 0.47
N -0.545221 1.046801 -0.071537 -2.0407 -0.4055 1.1882 -0.53
C 0.349609 0.237580 -0.424076 0.2402 0.6771 -0.5154 0.45
C 1.288791 0.414678 -1.558550 -0.0492 -0.7366 -0.4991 -0.17
N 1.611881 -0.955594 -2.008648 2.7270 -0.2174 -0.4761 -0.68
O 0.542243 -0.850668 0.321231 -0.4480 -0.4903 1.1602 -0.28
N -0.338773 -0.647323 1.452521 -0.1288 -1.4333 -0.2166 -0.22
H 0.816350 1.024230 -2.371229 0.4749 -0.5062 0.8745 0.30
H 2.170706 0.894663 -1.137883 0.0854 0.5440 -0.1391 0.21
H 1.829850 -1.487535 -1.097087 0.1486 0.7758 -2.3791 0.28
H 2.514591 -0.881494 -2.665538 -2.5405 -0.5624 2.2217 0.26
H -0.728014 -1.586927 1.702206 0.3269 1.3038 -0.4458 0.30
```
Positions in Å, forces in eV/Å.

Results
ΔE to the lowest compared entry with this formula, charge and spin = 65.76 kcal/mol
largest force on an atom = 0.06654 hartree/bohr
SMILES = [H]/N=c1\nc(CN)o[nH]1
Kohn-Sham gap = 10.1 eV

(4)
Computed, not measured: the molecule C3H6N4S in a non-equilibrium geometry, with the ωB97M-V functional and the def2-TZVPD basis.

Structure (XYZ):
```
14
Properties=species:S:1:pos:R:3:forces:R:3:mulliken_charge:R:1
H -0.139642 1.887880 -0.093185 1.3991 -0.0368 -1.2876 0.33
N 0.671283 1.693345 -0.756429 -1.1460 2.0389 1.2794 -0.71
C 1.053310 0.520782 -0.575230 -2.4652 -4.2811 0.8397 0.36
N 1.944424 -0.120416 -1.398121 -0.0104 -0.1711 0.6079 -0.47
C 0.296390 -0.471828 0.331499 -0.0410 1.2346 -0.7022 0.17
S 1.213257 -1.533693 1.130072 -0.9147 -0.1945 0.2759 -0.33
C -1.266781 -0.201043 0.376298 0.6921 -0.2394 -0.4339 0.38
N -1.655697 -0.441988 1.676634 0.4473 -0.6499 0.2900 -0.41
N -1.970404 0.255899 -0.646607 3.0617 -1.6351 1.1087 -0.68
H -1.266953 0.232109 -1.472056 -1.6262 0.4428 1.5612 0.34
H 2.347180 0.742611 -1.641677 2.5955 0.3298 -1.9333 0.33
H 2.468865 -0.986265 -1.124234 -0.6783 1.8791 -0.0923 0.25
H -2.618559 -0.494535 1.918594 -0.7618 0.1651 -0.2128 0.26
H -1.076676 -1.082858 2.274441 -0.5521 1.1176 -1.3005 0.18
```
Positions in Å, forces in eV/Å.

Results
ΔE to the lowest compared entry with this formula, charge and spin = 49.70 kcal/mol
largest force on an atom = 0.09745 hartree/bohr
SMILES = [H]/N=C(/N)C(=S)/C(N)=N\[H]
Kohn-Sham gap = 8.1 eV

(5)
Computed, not measured: an isolated ion of composition C3H6NO and charge +1 in a non-equilibrium geometry, with the ωB97M-V functional and the def2-TZVPD basis.

Structure (XYZ):
```
11
Properties=species:S:1:pos:R:3:forces:R:3:mulliken_charge:R:1
C 0.216918 -0.017001 1.254632 -2.8546 -3.3555 -0.8338 -0.28
C 0.231080 -1.067698 0.178846 -0.9525 0.5904 1.1163 -0.53
C -0.497442 1.054216 -0.653129 1.9657 -2.2086 3.1018 0.06
N 0.282353 -0.155714 -1.081087 -0.6832 -2.3757 0.9132 -0.25
O -0.434512 1.200160 0.620225 -0.5618 0.2479 -2.9187 -0.18
H -0.390799 -0.259077 2.120584 -0.1336 -0.1314 -0.0102 0.31
H 1.121112 0.244328 1.584194 3.6093 1.8272 0.9327 0.31
H -0.658706 -1.795311 0.180070 1.3345 1.3183 -0.5459 0.26
H -1.072119 1.615021 -1.275633 -1.3060 1.8518 -1.7526 0.47
H 1.313848 0.117082 -1.171337 -1.4673 -0.6297 -0.5467 0.39
H -0.111733 -0.936007 -1.757365 1.0494 2.8651 0.5439 0.43
```
Positions in Å, forces in eV/Å.

Results
ΔE to the lowest compared entry with this formula, charge and spin = 120.10 kcal/mol
largest force on an atom = 0.08719 hartree/bohr
Kohn-Sham gap (spin up / spin down) = 7.5 / 5.0 eV
total charge = +1

(6)
Computed, not measured: a 2-piece molecular cluster, C3H6NO overall in a non-equilibrium geometry, with the ωB97M-V functional and the def2-TZVPD basis.

Structure (XYZ):
```
11
Properties=species:S:1:pos:R:3:forces:R:3:mulliken_charge:R:1
C 0.708076 -0.255411 0.025586 0.9763 1.5063 -1.3083 -0.40
C -0.442706 1.819409 -0.885987 -0.2063 -3.9084 -0.2631 0.15
C -0.200529 -0.956072 0.930081 -0.5714 1.9911 1.1068 -0.23
N -0.373321 -1.131256 -0.537963 0.0497 -2.0112 -1.2970 -0.22
O -0.081135 2.840770 -0.413348 0.9904 2.6330 0.8841 -0.12
H 0.043527 -1.923111 1.331804 0.1770 -0.1959 0.4761 0.28
H 1.832814 -0.290484 -0.241891 -2.1937 -0.7761 0.6305 0.27
H -0.894404 -0.314857 1.578744 0.6204 -1.2763 -1.3032 0.18
H -0.299272 -2.217357 -0.743306 0.1306 2.9762 -0.0334 0.34
H -1.002802 -0.609950 -1.183963 0.1025 -0.6486 1.0286 0.30
H 0.709751 3.038319 0.140243 -0.0754 -0.2902 0.0788 0.46
```
Positions in Å, forces in eV/Å.

Results
ΔE to the lowest compared entry with this formula, charge and spin = 136.59 kcal/mol
largest force on an atom = 0.07628 hartree/bohr
Kohn-Sham gap (spin up / spin down) = 8.0 / 7.9 eV
total charge = +1

(7)
Computed, not measured: an isolated ion of composition C3H6NO and charge +1 in a non-equilibrium geometry, with the ωB97M-V functional and the def2-TZVPD basis.

Structure (XYZ):
```
11
Properties=species:S:1:pos:R:3:forces:R:3:mulliken_charge:R:1
N 1.399124 0.183818 -0.503557 0.6574 1.2052 -3.2107 -0.31
C 0.058673 -0.028981 0.078206 0.0746 0.2901 -0.2649 0.34
C -1.187813 0.628617 0.530786 -1.1063 -0.5678 -0.3778 -0.61
C -1.099870 -0.858530 0.075077 0.6906 0.6427 -0.7543 -0.18
O 0.014794 -1.110306 0.918921 1.2875 -1.5670 2.1601 -0.45
H 1.718400 -0.243114 -1.499540 -1.4232 0.4825 2.7711 0.43
H 1.966791 -0.205042 0.234129 1.0091 -0.1660 0.1480 0.41
H 1.657159 1.207740 -0.656051 -0.5999 -1.3332 0.7040 0.43
H -1.660272 1.243254 -0.177119 -0.5427 0.8600 -1.0901 0.28
H -1.512617 0.891303 1.537917 0.8242 -0.3717 0.1777 0.25
H -1.354370 -1.708760 -0.538768 -0.8714 0.5251 -0.2631 0.41
```
Positions in Å, forces in eV/Å.

Results
ΔE to the lowest compared entry with this formula, charge and spin = 85.12 kcal/mol
largest force on an atom = 0.06791 hartree/bohr
SMILES = [NH3+][C@@]12C[C@@H]1O2
Kohn-Sham gap = 9.9 eV
total charge = +1

(8)
Computed, not measured: an isolated ion of composition C3H6NO2 and charge -1 in a non-equilibrium geometry, with the ωB97M-V functional and the def2-TZVPD basis.

Structure (XYZ):
```
12
Properties=species:S:1:pos:R:3:forces:R:3:mulliken_charge:R:1
C 1.917350 -1.644741 -0.401998 1.5153 -1.4672 -1.2199 -1.06
C 1.262481 -0.251787 -0.478937 0.1695 2.3417 -1.7866 -0.24
N -0.081743 -0.384565 -0.026554 -0.8925 -1.5069 -1.1979 -0.18
C -1.019073 0.689913 0.262129 1.1382 0.2204 1.1439 0.49
O -0.481360 1.835376 0.418899 -1.0673 -1.3149 -0.4649 -0.75
O -2.169053 0.238035 0.472240 0.1663 0.9700 -0.4722 -0.76
H 3.049444 -1.613740 -0.558420 -1.3426 0.1090 0.3470 0.30
H 1.701059 -2.172226 0.529308 0.1526 0.4848 0.3223 0.36
H 1.593636 -2.488143 -1.173555 0.1317 2.2199 0.9750 0.24
H 1.681039 0.675726 0.159088 -0.3214 -2.4229 -1.3982 0.27
H 1.349602 0.132648 -1.694749 -0.0821 -0.8088 2.8924 0.12
H -0.563821 -1.189906 -0.492072 0.4324 1.1749 0.8591 0.20
```
Positions in Å, forces in eV/Å.

Results
ΔE to the lowest compared entry with this formula, charge and spin = 23.40 kcal/mol
largest force on an atom = 0.05843 hartree/bohr
SMILES = CCNC(=O)[O-]
Kohn-Sham gap = 8.0 eV
total charge = -1

(9)
Computed, not measured: a 2-piece molecular cluster, C3H6NO2 overall in a non-equilibrium geometry, with the ωB97M-V functional and the def2-TZVPD basis.

Structure (XYZ):
```
12
Properties=species:S:1:pos:R:3:forces:R:3:mulliken_charge:R:1
C 1.944013 0.828132 1.324297 -0.2121 0.6972 0.1367 -0.61
C 1.385402 -0.896701 -0.092397 0.4957 0.9831 0.2539 0.21
N 2.331266 -0.288801 0.499065 0.4337 -0.9856 0.8130 -0.51
H 1.877216 0.507605 2.370803 -0.1331 -0.3476 -0.1578 0.19
H 2.705479 1.612270 1.391258 -0.0387 0.0259 -0.5582 0.25
H 0.957662 1.225590 1.050277 0.1185 0.1853 0.0396 0.30
H 1.608687 -1.907420 -0.426536 -0.1797 0.1464 -0.6276 0.28
H 0.413361 -0.403332 -0.199213 -0.2992 -0.8106 0.0541 -0.13
O -1.526282 -0.261868 0.435639 -0.1645 0.1348 -0.0507 -0.66
C -2.143238 0.287007 -0.512127 0.1218 -0.2194 0.3632 -0.01
O -1.958106 0.173801 -1.735600 -0.0528 0.1007 -0.0913 -0.65
H -2.973482 0.966998 -0.174005 -0.0896 0.0898 -0.1749 0.35
```
Positions in Å, forces in eV/Å.

Results
ΔE to the lowest compared entry with this formula, charge and spin = 34.43 kcal/mol
largest force on an atom = 0.02624 hartree/bohr
Kohn-Sham gap = 8.3 eV
total charge = -1

(10)
Computed, not measured: an isolated ion of composition C3H6NO2 and charge -1 in a non-equilibrium geometry, with the ωB97M-V functional and the def2-TZVPD basis.

Structure (XYZ):
```
12
Properties=species:S:1:pos:R:3:forces:R:3:mulliken_charge:R:1
C 0.838374 -1.418832 -0.105068 -1.3654 0.1983 1.2113 -0.88
N 0.503300 -0.321780 0.860245 -1.1447 -0.1572 -1.3102 -0.51
C 0.175392 0.909109 0.104597 1.2377 0.3900 -0.8699 -0.60
C -1.332993 1.219015 -0.170307 0.9921 -0.3666 0.3564 0.66
O -1.505063 2.048514 -1.082455 -0.5183 0.0666 0.1723 -0.73
O -2.125119 0.569580 0.545851 -0.4670 0.0748 -0.1246 -0.75
H 0.333931 -1.408158 -1.070258 0.1898 1.0362 -0.5483 0.33
H 0.312400 -2.331597 0.239747 1.3742 -0.1408 0.5579 0.34
H 1.921209 -1.373355 -0.193871 -0.0140 -0.9178 -0.2575 0.28
H -0.433951 -0.530397 1.221243 0.1738 -0.1516 0.1932 0.33
H 0.615743 0.880731 -0.913236 -0.0226 -0.2024 0.4481 0.22
H 0.696777 1.757172 0.563514 -0.4357 0.1705 0.1713 0.29
```
Positions in Å, forces in eV/Å.

Results
ΔE to the lowest compared entry with this formula, charge and spin = 21.15 kcal/mol
largest force on an atom = 0.03570 hartree/bohr
SMILES = CNCC(=O)[O-]
Kohn-Sham gap = 8.1 eV
total charge = -1

(11)
Computed, not measured: an isolated ion of composition C3H6NO2 and charge -1 in a non-equilibrium geometry, with the ωB97M-V functional and the def2-TZVPD basis.

Structure (XYZ):
```
12
Properties=species:S:1:pos:R:3:forces:R:3:mulliken_charge:R:1
N -0.580009 1.583880 -0.992173 -0.6964 0.2068 0.3602 -0.67
C -0.232644 0.689160 0.180627 -2.1179 1.2069 -0.4713 -0.43
C 0.450278 -0.543948 -0.224084 1.3144 -0.9239 -0.4162 -0.40
C 0.666377 -1.473716 1.000122 0.1482 0.4425 -0.0210 0.40
O 1.577545 -1.123330 1.780834 0.0471 -0.1837 0.1359 -0.73
O -0.150030 -2.412740 1.082403 -0.0149 -0.3079 0.1585 -0.73
H -1.575560 1.751266 -0.864367 0.1340 0.4845 -0.0869 0.24
H -0.593552 1.119672 -1.896909 0.5540 -0.4840 0.3259 0.26
H 0.297316 1.295998 0.911368 0.5535 -0.2063 -0.1505 0.22
H -1.198103 0.480373 0.676916 0.3036 -0.3421 -0.0386 0.28
H 1.396218 -0.217076 -0.674421 0.2214 -0.2959 0.1641 0.27
H -0.057832 -1.149538 -0.980311 -0.4469 0.4031 0.0399 0.29
```
Positions in Å, forces in eV/Å.

Results
ΔE to the lowest compared entry with this formula, charge and spin = 14.63 kcal/mol
largest force on an atom = 0.04828 hartree/bohr
SMILES = NCCC(=O)[O-]
Kohn-Sham gap = 8.2 eV
total charge = -1

(12)
Computed, not measured: an isolated ion of composition C3H6NO2 and charge +1 in a non-equilibrium geometry, with the ωB97M-V functional and the def2-TZVPD basis.

Structure (XYZ):
```
12
Properties=species:S:1:pos:R:3:forces:R:3:mulliken_charge:R:1
N -1.907323 0.151156 0.331749 -2.7539 0.8878 -1.4030 -0.34
C -0.930453 -0.388417 -0.639169 0.1917 -0.3699 -0.9246 -0.68
C 0.306549 0.033072 -0.446388 0.4794 0.7379 0.3574 0.27
O 0.748251 0.905986 0.491794 -0.6978 0.3387 0.6927 -0.39
C 1.760867 0.220589 -0.256536 -1.3371 1.3590 -2.6394 0.31
O 2.329914 -0.795974 0.275669 1.9638 -2.6816 2.0070 -0.46
H -1.920769 1.224818 0.406944 0.0371 -1.8470 -0.2270 0.40
H -1.643034 -0.225350 1.211829 0.0531 -0.2107 1.4634 0.36
H -2.933423 -0.203872 0.120811 2.5551 1.0227 0.4620 0.39
H -1.292972 -1.125256 -1.364930 0.2707 0.5276 0.4684 0.37
H 2.333336 0.874242 -0.929083 -0.2805 -0.1122 0.3288 0.40
H 3.149056 -0.670996 0.797311 -0.4816 0.3478 -0.5856 0.37
```
Positions in Å, forces in eV/Å.

Results
ΔE to the lowest compared entry with this formula, charge and spin = 52.45 kcal/mol
largest force on an atom = 0.07551 hartree/bohr
SMILES = [NH3+]/C=C1\O[C@H]1O
Kohn-Sham gap = 10.6 eV
total charge = +1